# CH2Cl2O3

2 unconnected molecules or ions with the total composition CH2Cl2O3 (wB97M-V/def2-TZVPD, the OMol25 dataset).

Each line ends with the natural charge from an NBO analysis.
Atoms and positions in Å:
O -0.18752 0.86358 0.02722  -0.586
C 0.80384 0.25706 0.20073  0.970
O 1.00041 -0.45985 1.24012  -0.682
O 1.82331 0.24081 -0.68564  -0.500
Cl 3.13090 -0.77497 -0.37216  0.275
H 0.34918 -0.25867 1.97500  0.523
Cl -3.19239 -0.02178 -0.59003  -0.277
H -3.72774 0.15382 -1.79525  0.278

Atoms 1-6, force components in eV/Å:
-1.3 1.7 -1.3
-0.1 0.1 -0.3
0.6 -1.8 3.8
0.1 0.1 -0.5
0.0 0.1 0.0
0.8 -0.2 -1.6

For the HOMO-LUMO gap, the calculation gives 10.774 eV. As for the net charge: 0. The HOMO energy comes out at -11.11 eV. The value obtained for the relative energy (zero: lowest compared OMol25 entry of this formula, charge and spin) is 7.0 kcal per mole.

=====

# CH2Cl3P

2 unconnected molecules or ions with the total composition CH2Cl3P (wB97M-V/def2-TZVPD, the OMol25 dataset).

Each line ends with the natural charge from an NBO analysis.
Atoms and positions in Å:
C -3.01443 -0.41003 0.57847  -0.132
P 1.75838 -0.21290 0.00846  0.369
Cl 1.23451 1.60529 0.84199  -0.291
Cl -2.81305 -0.61301 -1.11402  0.032
Cl -1.58475 -0.16413 1.38532  0.103
H 1.39393 -0.13785 -1.29601  -0.039
H 3.02540 -0.06737 -0.40421  -0.043

Atoms 1-6, force components in eV/Å:
-1.2 -0.1 -0.2
-1.3 -1.3 1.9
0.4 0.1 -0.5
0.4 0.0 0.1
0.7 0.0 0.1
-0.9 0.6 -1.2

For the HOMO-LUMO gap, the calculation gives 8.498 eV. As for the net charge: 0. The HOMO energy comes out at -9.42 eV. The value obtained for the relative energy (zero: lowest compared OMol25 entry of this formula, charge and spin) is 74.8 kcal per mole.

=====

Question: Which formula does entry 1 have?
Answer: CH2Cl2O3

=====

Copy entry 2 word for word.
# CH2Cl3P

2 unconnected molecules or ions with the total composition CH2Cl3P (wB97M-V/def2-TZVPD, the OMol25 dataset).

Each line ends with the natural charge from an NBO analysis.
Atoms and positions in Å:
C -3.01443 -0.41003 0.57847  -0.132
P 1.75838 -0.21290 0.00846  0.369
Cl 1.23451 1.60529 0.84199  -0.291
Cl -2.81305 -0.61301 -1.11402  0.032
Cl -1.58475 -0.16413 1.38532  0.103
H 1.39393 -0.13785 -1.29601  -0.039
H 3.02540 -0.06737 -0.40421  -0.043

Atoms 1-6, force components in eV/Å:
-1.2 -0.1 -0.2
-1.3 -1.3 1.9
0.4 0.1 -0.5
0.4 0.0 0.1
0.7 0.0 0.1
-0.9 0.6 -1.2

For the HOMO-LUMO gap, the calculation gives 8.498 eV. As for the net charge: 0. The HOMO energy comes out at -9.42 eV. The value obtained for the relative energy (zero: lowest compared OMol25 entry of this formula, charge and spin) is 74.8 kcal per mole.